#A
This record from the Open Molecules 2025 dataset describes a cluster of 12 separate species, C30H87N3O12 in total. The level of theory is ωB97M-V/def2-TZVPD.

As for the SMILES: COC[C@H](C)N.COC[C@H](C)N.COC[C@H](C)N.CCO.CCO.CCO.CCO.CCO.CCO.CCO.CCO.CCO. The value obtained for the HOMO-LUMO gap is 0.341 Eh.

The geometry in ORCA input format:
```
! wB97M-V def2-TZVPD RIJCOSX def2/J DEFGRID3
* xyz 0 1
C 2.411 -0.485 2.516
O 3.522 -0.998 3.215
C 3.341 -2.355 3.587
C 4.665 -2.952 4.048
C 5.706 -2.900 2.945
N 4.489 -4.344 4.472
H 1.518 -0.288 3.113
H 2.161 -1.134 1.670
H 2.733 0.483 2.130
H 2.595 -2.423 4.384
H 3.020 -2.908 2.689
H 4.981 -2.384 4.928
H 6.694 -3.254 3.230
H 5.802 -1.856 2.635
H 5.359 -3.465 2.075
H 4.129 -4.900 3.704
H 3.854 -4.441 5.254
C -6.525 -0.028 -0.978
O -6.359 0.735 0.185
C -5.010 1.144 0.358
C -4.927 2.103 1.532
C -3.507 2.657 1.578
N -5.247 1.418 2.822
H -6.357 0.574 -1.879
H -7.530 -0.448 -1.001
H -5.843 -0.891 -1.003
H -4.419 0.227 0.509
H -4.640 1.612 -0.563
H -5.656 2.897 1.363
H -2.786 1.859 1.773
H -3.374 3.446 2.323
H -3.192 3.148 0.650
H -4.343 1.262 3.260
H -5.499 0.463 2.571
C 2.000 4.126 -2.892
O 2.767 3.002 -2.533
C 2.721 2.659 -1.169
C 3.320 3.699 -0.224
C 4.857 3.763 -0.336
N 2.884 3.337 1.132
H 1.011 4.056 -2.411
H 1.804 4.090 -3.961
H 2.442 5.082 -2.602
H 1.671 2.527 -0.869
H 3.241 1.710 -1.025
H 2.975 4.696 -0.506
H 5.270 4.340 0.491
H 5.123 4.272 -1.265
H 5.297 2.763 -0.333
H 3.231 3.980 1.835
H 3.329 2.445 1.337
C -1.832 3.311 -3.287
C -2.948 2.723 -2.439
O -3.533 1.572 -3.050
H -1.524 4.286 -2.907
H -2.204 3.470 -4.300
H -0.963 2.653 -3.318
H -3.715 3.498 -2.323
H -2.629 2.446 -1.437
H -4.134 1.899 -3.727
C -1.075 -0.901 3.376
C -2.552 -1.180 3.127
O -3.380 -0.565 4.108
H -0.770 -1.209 4.378
H -0.953 0.180 3.320
H -0.479 -1.410 2.620
H -2.745 -2.257 3.053
H -2.853 -0.758 2.165
H -3.243 -1.012 4.948
C -0.334 5.670 -0.098
C -0.084 5.076 1.273
O 0.091 3.667 1.231
H 0.612 5.870 -0.611
H -0.855 6.626 -0.015
H -0.925 5.023 -0.743
H -0.940 5.282 1.923
H 0.777 5.532 1.772
H 1.050 3.452 1.305
C -0.541 -4.783 1.786
C 0.068 -5.262 3.080
O 0.050 -4.250 4.092
H -0.307 -5.525 1.019
H -0.110 -3.831 1.475
H -1.626 -4.708 1.841
H 1.095 -5.618 2.931
H -0.483 -6.123 3.477
H 0.120 -4.684 4.945
C 4.591 -0.871 -0.717
C 5.678 -1.910 -0.943
O 6.880 -1.386 -0.384
H 4.479 -0.707 0.356
H 3.673 -1.289 -1.132
H 4.891 0.062 -1.191
H 5.838 -2.051 -2.018
H 5.395 -2.869 -0.502
H 7.541 -2.076 -0.283
C 1.046 0.018 -4.212
C 2.566 -0.126 -4.128
O 3.220 1.056 -4.541
H 0.733 0.183 -5.245
H 0.788 0.900 -3.621
H 0.517 -0.864 -3.855
H 2.959 -0.965 -4.703
H 2.788 -0.367 -3.079
H 3.127 1.682 -3.806
C -2.787 -2.884 -0.732
C -3.880 -3.512 0.112
O -5.159 -3.369 -0.520
H -1.835 -2.903 -0.193
H -2.996 -1.853 -1.011
H -2.648 -3.479 -1.638
H -3.952 -2.981 1.061
H -3.676 -4.573 0.278
H -5.196 -3.999 -1.246
C -2.305 -3.059 -4.663
C -3.063 -1.885 -4.119
O -2.180 -0.928 -3.553
H -1.732 -3.593 -3.906
H -1.636 -2.777 -5.478
H -3.030 -3.761 -5.089
H -3.788 -2.226 -3.364
H -3.702 -1.401 -4.870
H -2.735 -0.215 -3.205
C 0.178 -0.774 -0.746
C -0.657 0.442 -0.441
O -0.245 0.960 0.819
H 1.218 -0.501 -0.941
H -0.184 -1.294 -1.635
H 0.125 -1.427 0.127
H -1.720 0.156 -0.375
H -0.656 1.207 -1.228
H -0.303 1.931 0.805
*
```

Atomic partial charges in e from the Löwdin method, atoms 1 to 2: -0.103, -0.188

=====

#B
This record from the Open Molecules 2025 dataset describes a cluster of 12 separate species, C30H87N3O12 in total. The level of theory is ωB97M-V/def2-TZVPD.

As for the SMILES: COC[C@H](C)N.COC[C@H](C)N.COC[C@H](C)N.CC(C)O.CC(C)O.CC(C)O.CC(C)O.CC(C)O.CC(C)O.O.O.O. The value obtained for the HOMO-LUMO gap is 0.342 Eh.

The geometry in ORCA input format:
```
! wB97M-V def2-TZVPD RIJCOSX def2/J DEFGRID3
* xyz 0 1
C -2.823 -2.535 -6.389
O -3.366 -1.324 -5.983
C -3.214 -1.230 -4.555
C -4.017 -0.019 -4.054
C -3.500 1.326 -4.513
N -4.092 -0.246 -2.628
H -1.832 -2.436 -6.891
H -3.578 -2.952 -7.136
H -2.806 -3.221 -5.521
H -3.582 -2.102 -4.053
H -2.117 -1.177 -4.462
H -5.011 -0.035 -4.446
H -2.431 1.428 -4.157
H -4.048 2.061 -3.935
H -3.598 1.505 -5.585
H -4.565 0.435 -2.023
H -3.132 -0.213 -2.326
C -4.410 -2.652 0.208
O -3.818 -3.511 1.131
C -2.735 -2.885 1.808
C -2.630 -3.733 3.117
C -3.682 -3.269 4.216
N -1.375 -3.551 3.778
H -3.649 -2.312 -0.545
H -4.904 -1.815 0.652
H -5.193 -3.286 -0.275
H -1.838 -2.735 1.142
H -3.038 -1.809 1.986
H -2.925 -4.750 2.769
H -3.754 -3.961 5.028
H -4.696 -3.257 3.758
H -3.319 -2.299 4.579
H -0.532 -3.882 3.299
H -1.376 -3.971 4.692
C 4.495 -1.174 -2.964
O 3.159 -0.715 -3.191
C 3.101 0.511 -3.973
C 1.631 0.988 -3.886
C 0.834 0.029 -4.752
N 1.573 2.408 -4.315
H 4.839 -1.643 -3.922
H 4.484 -1.920 -2.179
H 5.152 -0.352 -2.636
H 3.892 1.193 -3.637
H 3.389 0.280 -4.999
H 1.278 0.849 -2.858
H -0.212 0.425 -4.831
H 0.878 -0.994 -4.287
H 1.289 -0.021 -5.749
H 1.623 3.004 -3.506
H 0.688 2.649 -4.791
C 2.253 -3.804 3.592
C 2.597 -2.442 2.975
C 3.844 -2.446 2.105
O 1.523 -1.794 2.331
H 2.936 -4.101 4.360
H 2.268 -4.546 2.767
H 1.231 -3.729 3.933
H 2.950 -1.804 3.809
H 4.023 -1.449 1.733
H 3.732 -3.100 1.184
H 4.806 -2.689 2.610
H 1.183 -2.559 1.755
C 3.421 1.996 4.536
C 2.774 1.503 3.180
C 1.302 1.961 3.116
O 3.521 2.076 2.050
H 2.909 1.590 5.435
H 3.588 3.100 4.490
H 4.437 1.620 4.445
H 2.901 0.419 3.230
H 0.599 1.404 3.745
H 0.958 2.006 2.108
H 1.201 2.999 3.454
H 4.401 1.710 1.959
C 0.033 6.413 1.927
C -0.507 4.925 1.949
C -1.198 4.584 3.208
O -1.363 4.784 0.786
H -0.862 7.057 1.824
H 0.660 6.605 1.022
H 0.608 6.719 2.807
H 0.301 4.220 1.769
H -0.598 4.588 4.059
H -1.581 3.514 3.177
H -2.140 5.204 3.317
H -1.674 3.860 0.801
C -3.044 1.487 0.222
C -1.544 1.354 0.004
C -0.938 0.348 0.907
O -1.299 1.056 -1.395
H -3.579 0.568 0.008
H -3.408 2.326 -0.398
H -3.285 1.864 1.217
H -1.010 2.300 0.209
H -1.351 -0.613 0.573
H -1.335 0.529 1.943
H 0.164 0.384 0.924
H -0.430 1.405 -1.653
C 3.289 2.592 -1.339
C 2.288 3.497 -0.648
C 2.693 5.005 -0.584
O 1.077 3.345 -1.309
H 2.797 1.575 -1.444
H 4.216 2.556 -0.692
H 3.541 3.006 -2.318
H 2.210 3.144 0.412
H 3.361 5.193 0.248
H 1.818 5.642 -0.444
H 3.122 5.344 -1.510
H 0.428 4.037 -1.008
C -0.790 -3.740 -2.358
C 0.106 -4.214 -1.139
C 1.577 -4.333 -1.519
O -0.018 -3.354 -0.050
H -0.798 -4.405 -3.210
H -0.427 -2.788 -2.742
H -1.828 -3.615 -1.948
H -0.225 -5.163 -0.749
H 1.916 -3.363 -2.028
H 1.688 -5.133 -2.238
H 2.195 -4.540 -0.650
H 0.239 -2.500 -0.372
O 1.517 -0.694 -0.532
H 1.955 -0.954 0.297
H 2.159 -0.690 -1.310
O -0.836 -0.927 4.575
H -0.234 -0.647 3.885
H -1.026 -1.852 4.395
O -1.404 1.429 6.297
H -1.185 0.483 6.238
H -1.906 1.554 5.470
*
```

Atomic partial charges in e from the Löwdin method, atoms 1 to 2: -0.144, -0.194

=====

Structures ranked by computed energy, the most stable listed first: #B, #A.

=====

#A
This record from the Open Molecules 2025 dataset describes the ion C9H14N3 with charge +1. The level of theory is ωB97M-V/def2-TZVPD.

As for the SMILES: CC1=CC=[N+]=C(C)[C@@H]1C=C(N)N. The value obtained for the HOMO-LUMO gap (alpha / beta) is 0.262 / 0.262 Eh.

The geometry in ORCA input format:
```
! wB97M-V def2-TZVPD RIJCOSX def2/J DEFGRID3
* xyz 1 1
C 2.360 1.799 0.215
C 0.990 1.273 -0.088
C -0.172 2.046 0.121
C -1.360 1.826 -0.580
N -1.595 0.734 -1.283
C -0.621 -0.125 -1.493
C -0.826 -1.311 -2.336
C 0.754 -0.013 -0.773
C 0.638 -0.670 0.667
C -0.439 -1.236 1.401
N -1.776 -1.057 1.083
N -0.137 -1.938 2.505
H 3.153 0.928 0.427
H 2.113 2.452 1.191
H 2.671 2.451 -0.546
H -0.059 3.066 0.539
H -2.046 2.676 -0.541
H 0.118 -1.729 -2.951
H -1.686 -1.159 -3.002
H -1.100 -2.230 -1.691
H 1.559 -0.238 -1.412
H 1.628 -0.990 1.035
H -2.022 -0.487 0.286
H -2.400 -1.483 1.777
H 0.945 -1.950 2.554
H -0.690 -2.636 2.893
*
```

Atomic partial charges in e from the natural (NBO) method, atoms 1 to 2: -0.665, 0.260

=====

#B
This record from the Open Molecules 2025 dataset describes the ion C9H14N3 with charge +1. The level of theory is ωB97M-V/def2-TZVPD.

As for the SMILES: C=C(CN1C(=C)CC1(C)C)[N+]#N. The value obtained for the HOMO-LUMO gap is 0.265 Eh.

The geometry in ORCA input format:
```
! wB97M-V def2-TZVPD RIJCOSX def2/J DEFGRID3
* xyz 1 1
C -3.472 -0.680 -1.147
C -2.393 -0.299 -0.422
C -0.949 -0.147 -1.002
N -0.018 0.228 -0.008
C 0.536 1.508 0.086
C 0.115 2.724 -0.203
C 1.853 0.979 0.646
C 1.296 -0.422 0.464
C 1.827 -1.191 -0.747
C 1.004 -1.295 1.801
N -2.382 -0.052 0.846
N -1.639 0.337 1.568
H -4.394 -0.744 -0.721
H -3.404 -0.842 -2.196
H -0.641 -1.227 -1.147
H -0.948 0.483 -1.942
H -0.802 2.992 -0.732
H 0.802 3.484 0.059
H 2.535 1.222 -0.114
H 2.243 1.316 1.595
H 1.013 -1.889 -0.964
H 2.736 -1.641 -0.592
H 2.101 -0.383 -1.482
H 1.945 -1.624 2.259
H 0.534 -2.227 1.598
H 0.505 -0.608 2.497
*
```

Atomic partial charges in e from the natural (NBO) method, atoms 1 to 2: -0.171, 0.018

=====

Structures ranked by computed energy, the most stable listed first: #A, #B.

=====

#A
This record from the Open Molecules 2025 dataset describes an isolated molecule of C2H2ClIO. The level of theory is ωB97M-V/def2-TZVPD.

The value obtained for the HOMO-LUMO gap (alpha / beta) is 0.256 / 0.256 Eh.

The geometry in ORCA input format:
```
! wB97M-V def2-TZVPD RIJCOSX def2/J DEFGRID3
* xyz 0 1
C 1.186 1.427 0.434
C -1.284 -1.121 0.987
O 0.474 2.047 1.136
Cl -2.511 -1.234 -0.251
I 0.736 -0.787 0.065
H 2.073 1.840 -0.018
H -1.240 -2.134 1.637
*
```

Atomic partial charges in e from the natural (NBO) method, atoms 1 to 2: 0.330, -0.676

=====

#B
This record from the Open Molecules 2025 dataset describes an isolated molecule of C2H2ClIO. The level of theory is ωB97M-V/def2-TZVPD.

As for the SMILES: O=C[C@@H](Cl)I. The value obtained for the HOMO-LUMO gap is 0.361 Eh.

The geometry in ORCA input format:
```
! wB97M-V def2-TZVPD RIJCOSX def2/J DEFGRID3
* xyz 0 1
O -1.566 0.863 -0.252
C -0.601 0.453 -0.819
C 0.430 -0.299 0.477
Cl 0.310 -2.140 0.466
I 2.343 0.405 0.777
H -0.749 0.721 -1.999
H -0.167 -0.003 1.350
*
```

Atomic partial charges in e from the natural (NBO) method, atoms 1 to 2: -0.512, 0.389

=====

Structures ranked by computed energy, the most stable listed first: #B, #A.

=====

#A
This record from the Open Molecules 2025 dataset describes the ion C4H10N3 with charge +1. The level of theory is ωB97M-V/def2-TZVPD.

As for the SMILES: CC(=[NH2+])/N=C/CN. The value obtained for the HOMO-LUMO gap is 0.345 Eh.

The geometry in ORCA input format:
```
! wB97M-V def2-TZVPD RIJCOSX def2/J DEFGRID3
* xyz 1 1
C 1.935 0.028 1.217
C 1.249 0.500 -0.050
N 2.075 0.553 -1.111
N -0.032 0.644 -0.071
C -1.233 0.747 0.256
C -2.334 -0.285 -0.058
N -1.743 -1.502 -0.628
H 2.890 -0.354 1.012
H 1.435 -0.746 1.663
H 2.029 0.937 1.854
H 3.032 0.442 -0.974
H 1.672 0.907 -2.009
H -1.593 1.787 0.518
H -2.722 -0.494 0.933
H -3.139 0.263 -0.632
H -2.378 -2.268 -0.542
H -1.142 -1.160 -1.377
*
```

Atomic partial charges in e from the natural (NBO) method, atoms 1 to 2: -0.649, 0.548

=====

#B
This record from the Open Molecules 2025 dataset describes the ion C4H10N3 with charge +1. The level of theory is ωB97M-V/def2-TZVPD.

As for the SMILES: C=CC/C(N)=N/[NH3+]. The value obtained for the HOMO-LUMO gap is 0.348 Eh.

The geometry in ORCA input format:
```
! wB97M-V def2-TZVPD RIJCOSX def2/J DEFGRID3
* xyz 1 1
C 2.292 -0.326 -0.892
C 2.075 -0.530 0.407
C 0.852 -0.073 1.222
C -0.389 0.162 0.173
N -0.383 1.371 -0.541
N -1.330 -0.745 0.181
N -2.750 -0.585 -0.041
H 3.226 -0.345 -1.445
H 1.721 0.448 -1.352
H 2.716 -1.180 0.937
H 1.012 0.982 1.581
H 0.607 -0.896 1.916
H 0.500 1.894 -0.592
H -0.912 1.630 -1.361
H -3.036 -0.773 0.927
H -3.106 0.303 -0.410
H -3.095 -1.335 -0.711
*
```

Atomic partial charges in e from the natural (NBO) method, atoms 1 to 2: -0.393, -0.161

=====

#C
This record from the Open Molecules 2025 dataset describes a cluster of 2 separate species, C4H10N3 in total. The level of theory is ωB97M-V/def2-TZVPD.

The value obtained for the HOMO-LUMO gap (alpha / beta) is 0.328 / 0.273 Eh.

The geometry in ORCA input format:
```
! wB97M-V def2-TZVPD RIJCOSX def2/J DEFGRID3
* xyz 1 1
C -1.878 -1.793 -1.330
C -0.286 -0.587 0.101
C 0.203 1.577 0.903
C 1.540 -0.446 1.608
N -0.997 -1.188 -0.614
N 0.362 0.175 0.921
N -0.108 1.169 -1.873
H -2.912 -1.582 -1.268
H -1.570 -2.697 -1.871
H 1.082 2.108 1.337
H -0.034 1.583 -0.219
H -0.625 1.936 1.544
H 1.587 -1.497 1.316
H 2.543 -0.140 1.288
H 1.358 -0.444 2.745
H 0.664 0.609 -2.160
H -0.930 1.218 -2.427
*
```

Atomic partial charges in e from the natural (NBO) method, atoms 1 to 2: -0.102, 0.713

=====

#D
This record from the Open Molecules 2025 dataset describes the ion C4H10N3 with charge +1. The level of theory is ωB97M-V/def2-TZVPD.

As for the SMILES: CCN(CC)[N+]#N. The value obtained for the HOMO-LUMO gap is 0.371 Eh.

The geometry in ORCA input format:
```
! wB97M-V def2-TZVPD RIJCOSX def2/J DEFGRID3
* xyz 1 1
C 0.558 0.069 2.422
C 0.386 0.427 0.924
N -0.256 -0.480 0.009
C 0.201 -0.465 -1.394
C -0.283 0.744 -2.122
N -1.203 -1.206 0.453
N -1.997 -1.977 0.619
H 0.596 -1.056 2.392
H 1.395 0.512 2.852
H -0.305 0.366 2.886
H -0.182 1.417 0.676
H 1.522 0.580 0.474
H -0.167 -1.515 -1.854
H 1.192 -0.554 -1.322
H 0.245 1.544 -1.782
H -0.366 0.748 -3.239
H -1.335 0.845 -1.995
*
```

Atomic partial charges in e from the natural (NBO) method, atoms 1 to 2: -0.603, -0.237

=====

Structures ranked by computed energy, the most stable listed first: #A, #B, #D, #C.